An isolated molecule of C4H8O3. Source: the Open Molecules 2025 dataset; level of theory: ωB97M-V/def2-TZVPD.

Atoms and positions in Å:
H (-0.639928, -2.351227, -0.603481)
H (-0.029928, 1.364409, 1.467131)
C (-0.559480, -0.435214, 0.353061)
C (0.096703, -1.564611, -0.421195)
H (-1.301473, 0.052485, -0.285852)
C (0.541119, 1.717807, -1.257538)
O (-1.183287, -0.983168, 1.503623)
H (1.255039, 1.909219, -2.070900)
O (-0.644263, 1.914882, -1.332621)
C (0.456002, 0.601701, 0.844824)
H (-1.817474, -0.325833, 1.816609)
H (0.932226, -1.992360, 0.143326)
H (0.473145, -1.217615, -1.389711)
O (1.207529, 1.212193, -0.217380)
H (1.214071, 0.097332, 1.450104)

Forces on atoms 1 to 3 (eV/Å):
0.0904 0.0972 0.0084
0.0268 -0.0342 -0.2661
0.1347 0.0398 -0.2485

Summary:
Structure (SMILES): C[C@@H](O)COC=O
Electronic energy, Ha: -382.9249
Relative energy (zero: lowest compared OMol25 entry of this formula, charge and spin), kcal/mol: 25.03
Gap between HOMO and LUMO, eV: 11.201
Max |F|, hartree/bohr: 0.011
HOMO, eV: -10.39

=====

A structure of composition C18H14DyO5P in a non-equilibrium geometry. Source: the Open Molecules 2025 dataset; level of theory: ωB97M-V/def2-TZVPD.

Atoms and positions in Å:
O (-1.506188, -1.785512, -2.618374)
C (2.352234, 3.088776, 1.027406)
C (2.232677, 0.396926, 1.751907)
C (-1.936544, 1.767789, -0.413153)
H (2.394432, 4.138991, 0.709397)
H (-2.967902, -3.211222, 3.371674)
H (1.876656, -1.971164, 0.148673)
H (-0.473632, -3.146431, 3.685284)
H (-3.982129, -1.988609, 1.427999)
C (1.342740, 0.702859, -3.054962)
O (2.361510, 0.266460, -3.366260)
C (1.420284, 0.856100, 0.716470)
H (2.213547, -0.659783, 2.008521)
Dy (-0.746226, 1.728253, -2.517954)
H (3.648909, 0.894523, 3.286432)
C (-0.689716, -1.142772, 0.938850)
C (-0.142455, -1.892484, 1.975860)
H (0.825775, -2.315637, -1.250022)
C (1.502218, 2.224400, 0.352532)
H (-2.532267, -0.733135, -0.158337)
H (0.937303, -1.936925, 2.074369)
O (-1.340958, 2.522006, -5.836033)
C (-1.686910, -0.657875, -3.116836)
C (3.063489, 1.279988, 2.452477)
C (-2.805286, 0.326951, -2.589745)
H (-1.235463, -0.312448, -4.127364)
C (-2.345179, -2.651784, 2.674642)
H (3.789618, 3.319133, 2.629001)
O (-2.410841, 1.986686, 0.621376)
O (-3.952716, 0.040152, -2.424952)
C (-0.947422, -2.612464, 2.863546)
C (-2.895052, -1.955172, 1.598919)
C (3.139303, 2.636606, 2.082345)
C (1.415712, -1.548995, -0.755011)
H (0.891690, 2.641876, -0.485601)
C (-2.085755, -1.232589, 0.728721)
P (0.290963, -0.188967, -0.282282)
C (-1.212293, 2.323522, -4.704146)
H (2.195887, -1.198014, -1.425387)

Forces on atoms 1 to 3 (eV/Å):
-0.1443 4.5217 -1.7792
0.0604 0.7244 -0.3051
0.0949 0.1508 0.0883

Summary:
2S+1: 6
<S²>: 9.64
Electronic energy, Ha: -2296.1376
Gap between HOMO and LUMO (alpha / beta), eV: 5.509 / 5.442
Max |F|, hartree/bohr: 0.164
Charge: +2
HOMO (alpha / beta), eV: -14.87 / -14.87

=====

Question: Look up the max |F| of the first one.
Answer: 0.011 hartree/bohr